(1)
Here is a 2-piece molecular cluster, C5H16NOS overall in a non-equilibrium geometry from the OMol25 dataset. Energies are from wB97M-V/def2-TZVPD.

## Properties
Lowest unoccupied orbital energy: -0.115 Ha
Gap between HOMO and LUMO: 9.340 eV
Energy relative to the best compared isomer or geometry (same formula, charge and spin): 66.4 kcal/mol
HOMO energy: -0.459 Eh

The geometry in ORCA input format:
```
! RIJCOSX wB97M-V def2-TZVPD def2/J DEFGRID3
* xyz 1 1
C 0.449 1.503 -0.747
C 1.344 0.303 -0.418
C 1.671 -0.021 1.135
C 0.695 -1.080 1.719
S -1.126 -1.212 1.124
C -1.935 0.384 1.653
N 0.907 -0.855 -1.359
H -0.029 1.340 -1.811
H 0.946 2.488 -0.526
H -0.397 1.767 0.050
H 2.384 0.519 -0.845
H 2.861 -0.353 1.312
H 1.550 0.995 1.736
H 1.153 -2.109 1.487
H 0.770 -0.896 2.862
H -2.982 0.365 1.908
H -1.547 1.201 1.072
H -1.568 0.426 2.749
H 0.022 -1.231 -1.112
H 0.638 -0.619 -2.330
H 1.695 -1.615 -1.242
H -2.926 -1.089 -2.616
H -2.492 0.207 -3.155
O -2.085 -0.416 -2.647
*
```

Mulliken population analysis, charges in e, atoms 1 to 5: -0.829 0.161 -0.507 -0.678 -0.105

=====

(2)
Here is C26H41HfN2S as an isolated structure in a non-equilibrium geometry from the OMol25 dataset. Energies are from wB97M-V/def2-TZVPD.

## Properties
Lowest unoccupied orbital energy: -0.129 Ha
Gap between HOMO and LUMO: 5.330 eV
HOMO energy: -0.324 Eh

The geometry in ORCA input format:
```
! RIJCOSX wB97M-V def2-TZVPD def2/J DEFGRID3
* xyz 1 1
C 1.217 -2.461 -0.261
C 2.204 -1.829 -1.097
C 1.681 -1.740 -2.419
C 0.313 -2.172 -2.387
C 0.032 -2.656 -1.057
Hf 0.145 -0.215 -0.816
C -2.066 1.921 -1.330
C -1.773 0.917 -0.163
H -1.629 1.455 0.813
C -1.974 -0.503 -0.207
H -2.528 -1.019 -1.033
H -2.121 -0.993 0.789
C -2.758 3.184 -0.674
H -2.102 3.699 0.049
H -3.007 3.929 -1.475
H -3.712 2.958 -0.151
C -2.974 1.493 -2.497
H -2.565 0.555 -3.038
H -4.038 1.318 -2.107
H -2.966 2.355 -3.258
C 3.612 -1.495 -0.730
H 3.712 -1.313 0.347
H 4.312 -2.296 -1.018
H 3.935 -0.581 -1.251
C 2.539 -1.453 -3.610
H 2.783 -0.379 -3.665
H 3.497 -2.005 -3.539
H 2.055 -1.743 -4.559
C -0.622 -2.248 -3.547
H -0.614 -1.313 -4.127
H -0.354 -3.070 -4.229
H -1.651 -2.420 -3.209
C -1.143 -3.492 -0.672
H -2.054 -3.152 -1.173
H -1.013 -4.553 -0.938
H -1.327 -3.449 0.406
C 1.503 -3.101 1.056
H 0.594 -3.520 1.500
H 2.224 -3.930 0.977
H 1.928 -2.379 1.763
C -0.033 1.111 -2.529
C -0.829 2.252 -2.008
C 0.594 1.353 -3.793
C -0.572 3.567 -2.420
H 0.373 1.749 -1.377
C 0.724 2.629 -4.284
H 1.036 0.530 -4.377
C 0.137 3.745 -3.601
H -1.079 4.360 -1.827
H 1.219 2.733 -5.266
H 0.164 4.744 -4.018
C 0.798 2.434 5.902
C 0.061 1.915 4.682
N 1.005 1.577 3.583
C 0.754 0.641 2.646
S 1.250 0.952 0.974
N 0.181 -0.508 3.032
C 0.384 -1.155 4.363
C -0.931 -1.668 4.933
H 1.576 1.733 6.232
H 0.076 2.554 6.727
H 1.254 3.414 5.716
H -0.518 1.019 4.920
H -0.643 2.674 4.313
H 1.541 2.369 3.244
H 0.000 -1.182 2.278
H 1.085 -1.998 4.213
H 0.880 -0.442 5.030
H -1.325 -2.486 4.319
H -0.772 -2.052 5.949
H -1.684 -0.870 4.984
*
```

Mulliken population analysis, charges in e, atoms 1 to 5: 0.878 0.142 0.925 0.689 0.840

=====

(3)
Here is C18H27N4O9PSTeW as an isolated structure in a non-equilibrium geometry from the OMol25 dataset. Energies are from wB97M-V/def2-TZVPD.

## Properties
Lowest unoccupied orbital energy (spin up / spin down): -0.303 / -0.356 Ha
Gap between HOMO and LUMO (spin up / spin down): 6.550 / 5.110 eV
Energy relative to the best compared isomer or geometry (same formula, charge and spin): 64.9 kcal/mol
HOMO energy (spin up / spin down): -0.544 / -0.544 Eh
⟨S²⟩: 2.12

The geometry in ORCA input format:
```
! RIJCOSX wB97M-V def2-TZVPD def2/J DEFGRID3
* xyz 2 3
W 0.142 2.913 1.208
O -0.764 3.450 -2.531
C -0.069 3.596 -1.582
O -0.493 3.801 -0.322
C 1.431 3.480 -1.593
C 2.224 3.817 -2.669
C 3.601 3.717 -2.520
C 4.119 3.253 -1.319
C 3.249 2.925 -0.296
N 1.923 3.042 -0.422
H 1.769 4.156 -3.590
H 4.258 4.013 -3.327
H 5.184 3.151 -1.167
H 3.608 2.565 0.662
C 1.659 -0.622 2.553
C 1.867 0.860 2.792
O 1.245 1.620 1.738
P -1.063 2.756 3.391
O -1.487 3.389 1.965
Te 1.535 4.855 2.163
O -1.272 1.202 2.906
C -2.085 0.206 3.619
C -3.071 0.835 4.580
H 2.169 -1.190 3.329
H 2.074 -0.905 1.586
H 0.599 -0.868 2.571
H 2.929 1.105 2.790
H 1.432 1.183 3.740
H -1.403 -0.468 4.136
H -2.598 -0.350 2.835
H -2.572 1.206 5.476
H -3.811 0.095 4.879
H -3.610 1.655 4.097
C 1.614 -5.236 -2.036
C 0.147 -5.570 -1.851
S -0.929 -4.326 -2.610
O -0.215 -3.652 -3.663
O -2.218 -4.893 -2.856
C -1.140 -3.049 -1.292
C -1.532 -1.768 -2.020
N -1.539 -0.582 -1.154
C -0.460 0.145 -0.845
N -0.790 1.199 -0.087
C -2.154 1.138 0.083
C -2.619 0.041 -0.561
N -3.988 -0.439 -0.490
O -4.716 0.214 0.231
O -4.302 -1.388 -1.172
C 0.906 -0.124 -1.362
H 2.221 -6.079 -1.705
H 1.912 -4.360 -1.457
H 1.834 -5.052 -3.085
H -0.168 -5.621 -0.808
H -0.137 -6.497 -2.348
H -0.185 -2.973 -0.770
H -1.919 -3.408 -0.622
H -2.525 -1.888 -2.436
H -0.839 -1.594 -2.842
H -2.740 1.877 0.592
H 1.161 -1.181 -1.316
H 1.634 0.442 -0.786
H 0.971 0.183 -2.409
*
```

Mulliken population analysis, charges in e, atoms 1 to 5: 1.621 -0.467 0.192 -0.660 0.745

=====

(4)
Here is C4H13IO5Zn as an isolated structure in a non-equilibrium geometry from the OMol25 dataset. Energies are from wB97M-V/def2-TZVPD.

## Properties
Lowest unoccupied orbital energy: -0.005 Ha
Gap between HOMO and LUMO: 7.123 eV
Energy relative to the best compared isomer or geometry (same formula, charge and spin): 26.8 kcal/mol
HOMO energy: -0.266 Eh

The geometry in ORCA input format:
```
! RIJCOSX wB97M-V def2-TZVPD def2/J DEFGRID3
* xyz 0 1
Zn 0.821 0.427 -0.536
I 1.340 3.194 -1.326
O 2.136 -0.602 -1.458
H 2.966 -0.955 -1.166
C -1.951 0.061 -1.612
C -2.209 1.145 -0.575
O -1.068 1.430 0.302
O -0.582 0.168 -2.068
H -2.517 0.385 -2.489
H -2.254 -0.962 -1.394
H -3.109 1.106 0.037
H -2.252 2.077 -1.151
H -1.304 2.260 0.726
H -0.616 0.713 -2.859
C 0.683 -1.803 1.418
C 1.693 -0.755 1.943
O 1.471 0.609 1.530
O -0.077 -1.337 0.302
H -0.048 -1.993 2.203
H 1.358 -2.609 1.129
H 2.714 -1.020 1.663
H 1.705 -0.847 3.033
H 1.976 1.171 2.125
H -0.874 -1.864 0.226
*
```

Mulliken population analysis, charges in e, atoms 1 to 5: 0.666 -0.646 -0.666 0.160 -0.520